1.
Entry from OMol25: a structure of composition C48H47F2N5O3PSTc at a distorted geometry (the ωB97M-V functional and the def2-TZVPD basis).

charge: +1
spin multiplicity: 4
energy relative to the best compared isomer or geometry (same formula, charge and spin): 6.19 kcal per mole
molecular weight: 940.97 g mol⁻¹
frontier orbital gap (alpha / beta): 8.32 / 7.16 eV
LUMO energy (alpha / beta): -2.28 / -3.67 eV
energy: -3376.78518 hartree

```
108
Properties=species:S:1:pos:R:3:forces:R:3
C 3.0565 2.4725 -1.7875 -0.0614 -0.0539 0.0679
C 0.2012 2.1309 -4.1088 -0.0530 -0.0046 0.1362
C -6.6314 -2.1960 2.3410 -0.0539 -0.0007 0.0357
H 5.9705 0.6389 0.3092 0.0200 0.0026 0.0431
C -0.7476 3.0684 -1.3113 -0.2235 -0.2832 0.1362
C -1.8456 0.4193 3.2516 0.0577 -0.0103 0.0452
N -1.6991 0.6196 4.5676 -0.0159 -0.0597 -0.2906
H 1.0260 -4.2666 2.3944 0.0158 0.0193 -0.0032
H 4.9913 3.2713 -2.2362 0.0048 -0.0046 0.0118
H 5.6199 -2.5068 -1.7678 -0.0304 -0.0127 -0.0075
C -1.0627 -2.2599 -2.0390 0.0811 0.1324 0.0879
H 1.1843 0.3127 -6.7945 -0.0473 -0.0060 -0.0043
H -3.4303 5.8562 -1.2981 0.0093 0.0041 0.0081
C -2.3779 -0.9574 -4.0930 0.1445 -0.1271 0.0979
H 0.5996 4.6002 -1.9964 0.0139 0.0070 0.0200
H 1.8966 -1.2271 -4.9940 0.0154 0.0106 0.0088
C -0.5487 1.3218 5.1309 0.2335 -0.0719 0.0072
C -1.3302 -2.8906 -3.2516 -0.0337 0.1805 0.0412
C 4.1474 3.3001 -1.5589 0.0028 -0.0123 -0.0103
C -3.0253 3.7883 -0.9243 -0.0292 -0.0044 -0.0087
H 3.3357 -2.0043 -3.0967 -0.0055 -0.0164 0.0178
C 4.1431 4.1817 -0.4878 0.0335 -0.0029 -0.0188
H -4.0348 3.5393 -0.6242 0.0174 -0.0193 0.0194
H 3.7029 0.0783 2.7932 -0.0049 0.0122 0.0034
H -2.6471 -1.9862 4.7932 -0.0045 -0.0260 0.0023
C 3.4777 0.5841 1.8502 -0.0858 0.0535 -0.1154
P 0.4007 1.6412 -1.3116 0.1811 1.2652 -0.9239
N -0.0162 -2.0909 0.0750 -0.1021 0.0343 -0.0389
H -4.0918 -1.8004 -0.5384 -0.0040 -0.0146 -0.0011
H 5.7323 -0.7505 -1.8897 0.0359 -0.0489 -0.0379
C -1.9821 -2.2652 -4.2914 -0.0663 -0.0278 -0.1040
H 0.2038 -5.8680 0.6573 0.0082 -0.0041 -0.0226
C 3.1438 -2.2947 -2.0596 0.0259 0.0116 0.0037
C 1.9694 3.3887 0.1553 -0.0113 -0.1340 0.0315
H -0.8725 1.7946 6.0571 -0.0619 0.0227 -0.0376
C 0.6105 -3.9174 1.4601 0.0218 0.0268 -0.0451
C -2.4111 1.4217 -0.4517 0.1194 -0.4306 0.1048
H -0.2526 2.1048 4.4369 -0.0384 0.0671 0.0667
F -3.0345 -0.3319 -5.0758 -0.0316 0.0364 -0.0472
C 1.9526 2.5310 -0.9435 0.0284 -0.1735 0.3431
C 0.4041 1.7767 -5.4356 0.0199 0.0234 -0.0842
C -2.0532 2.7901 -0.9164 0.0218 0.3261 -0.0751
H -2.1881 -2.7851 -5.2163 0.0319 -0.0007 0.0056
H -2.4273 0.7532 -2.8521 0.0040 0.0053 -0.0920
C 6.0180 -1.5079 0.1065 -0.0868 0.1009 -0.0442
C -6.9432 -2.6628 1.0713 -0.0183 -0.0120 -0.0154
H 3.3996 -3.3501 -1.9400 0.0290 0.0046 -0.0235
C -5.4112 -1.5863 2.5763 0.0667 0.0146 -0.0110
H 2.4019 0.6266 1.7147 -0.0278 0.0213 -0.0124
Tc -0.8657 -0.0122 -0.0434 -0.2399 -0.1884 0.2872
H 0.3912 -0.3452 6.1588 0.0309 -0.0113 0.0043
C -1.3753 5.3616 -1.6737 0.0746 0.0080 -0.0619
C -4.4933 -1.4580 1.5377 -0.0057 -0.1081 -0.2621
C -6.0358 -2.5220 0.0296 -0.0056 0.0016 -0.0111
C -1.4087 -0.8977 -1.8908 -0.1858 -0.0327 -0.1668
C 0.6363 0.3970 5.3999 -0.1263 0.0502 -0.0172
H -0.2824 3.0691 -3.8769 -0.0389 0.0138 -0.0168
C 3.0595 4.2131 0.3797 0.0207 0.0045 0.0771
C -2.0996 -0.2756 -2.9266 -0.0137 0.1827 0.1480
C 1.2239 0.0660 -3.4240 -0.0829 0.0591 0.1387
C -2.6875 0.0578 5.4963 -0.0762 -0.2218 0.0625
H -6.2871 -2.8764 -0.9614 0.0001 0.0007 0.0056
H 5.8464 -0.2351 1.8364 -0.0217 0.0248 0.0087
C -4.8093 -1.9261 0.2613 0.0085 0.0241 0.0774
H -2.5840 0.5932 6.4389 0.0111 0.0648 -0.0479
O -3.5524 1.1034 -0.2413 -0.0233 0.1777 -0.0143
C -0.3702 -4.3078 -0.6909 0.0838 -0.0560 0.0329
H -0.7269 -4.9865 -1.4476 -0.0241 0.0332 -0.0027
H -7.8989 -3.1381 0.8917 -0.0015 0.0083 0.0081
H 4.9793 4.8517 -0.3361 0.0127 -0.0282 0.0335
C 0.1568 -4.8001 0.4898 -0.0205 0.0825 -0.0066
C -0.4538 -2.9278 -0.8785 0.0852 -0.1985 0.0114
C 1.0183 0.5768 -5.7584 0.0089 0.0094 0.0024
N 3.9230 -1.5000 -1.1319 0.0994 0.0264 -0.1297
F -0.9300 -4.1595 -3.4585 -0.0149 -0.0640 0.0112
H 5.7299 -2.3835 0.6913 0.0049 -0.0090 -0.0008
C 0.6064 1.2726 -3.0937 0.1170 -0.3006 0.0894
H 0.0789 2.4446 -6.2225 -0.0015 0.0079 0.0148
O 2.1023 -0.3800 -0.3518 0.3688 -0.2583 0.1985
H 3.8690 1.6006 1.9012 0.0065 0.0880 -0.0182
H -3.6762 0.2549 5.0872 -0.0083 0.0645 0.0434
C 3.3157 -0.6478 -0.2552 -0.2698 -0.0101 0.0686
H 7.1038 -1.4958 0.0181 0.0037 0.0046 0.0034
H 0.8506 -1.8274 1.9193 -0.0655 0.0265 -0.0177
C 1.4284 -0.2821 -4.7470 -0.0057 -0.0157 -0.0260
N -2.9512 -0.2233 2.8845 -0.3591 -0.0977 0.0777
H 3.0567 1.7940 -2.6301 0.0248 0.0440 -0.0434
N 4.0815 -0.1501 0.7554 0.0143 0.0408 0.0350
H -1.1060 6.3701 -1.9600 0.0075 -0.0099 -0.0060
C -2.5214 -1.4419 5.7279 0.0334 0.1433 -0.0356
H 2.0887 -2.1682 -1.8440 0.0120 -0.1202 0.0637
H 1.4873 0.9800 5.7526 0.0022 -0.0131 0.0112
H 1.1161 3.4173 0.8250 0.0152 0.0779 0.0039
C 0.5039 -2.5648 1.2036 0.1747 -0.1103 0.1326
C -2.6827 5.0741 -1.2996 -0.0591 -0.0426 0.0171
H -5.1546 -1.2135 3.5582 -0.0017 -0.0151 0.0031
H -7.3431 -2.3118 3.1476 0.0049 0.0176 0.0014
O -2.2815 -1.0574 0.8534 -0.4049 -0.5357 0.1386
C 5.3710 -1.5744 -1.2627 0.0392 0.0036 0.1299
H -1.5396 -1.6709 6.1413 -0.0064 -0.0297 0.0089
H -3.2775 -1.7873 6.4332 0.0071 -0.0109 -0.0030
C 5.5343 -0.2442 0.7915 0.0661 -0.1373 -0.0432
C -0.4118 4.3650 -1.6903 0.0448 0.0154 -0.0577
H 0.9250 -0.1182 4.4832 0.0270 -0.0014 0.0028
H 3.0624 4.8887 1.2255 -0.0227 -0.0009 -0.0112
C -3.1676 -0.8525 1.7515 0.2598 0.3493 0.3931
H 1.5331 -0.5880 -2.6208 -0.0892 0.1256 -0.1398
S -0.6310 1.0940 2.1966 0.3589 0.0265 -0.4773
```
Forces are in eV/Å.

Atomic partial charges in e from the Mulliken method, atoms 1 to 6: -0.303 -0.523 -0.771 0.270 -0.285 0.427

***

2.
Entry from OMol25: a cluster of 2 separate species, C14H16O in total at a distorted geometry (the ωB97M-V functional and the def2-TZVPD basis).

SMILES string: Cc1ccc(O)cc1.Cc1ccccc1
spin multiplicity: 1
energy relative to the best compared isomer or geometry (same formula, charge and spin): 81.00 kcal per mole
molecular weight: 200.28 g mol⁻¹
frontier orbital gap: 9.38 eV
LUMO energy: 0.83 eV
energy: -618.18691 hartree

```
31
Properties=species:S:1:pos:R:3:forces:R:3
H -1.4430 -1.9137 4.3714 -0.1436 -0.1025 -0.4053
H 1.8280 1.1100 0.3391 -0.0947 0.3434 -0.7869
C -2.9793 -1.2086 0.7660 -0.1710 -2.0204 1.5796
H 1.8817 1.2327 -4.1000 0.6388 -0.7862 1.5946
H 2.2178 -1.2205 0.2475 -0.6166 -0.2385 0.0043
H 1.7103 -1.1711 -4.0824 0.5015 0.5628 2.0513
O -2.6868 0.0448 -1.2961 -0.1292 4.1991 3.1609
C 1.9046 2.8198 -1.8410 0.5965 3.5622 2.1474
H -1.6577 -0.2562 4.5850 1.0993 0.2248 -0.2499
H -0.9434 1.4049 -0.0739 -0.3126 -0.2371 0.8695
H -2.7157 -2.5022 2.5726 -0.3466 -0.2514 0.2707
C -1.3546 -0.8049 2.5291 -1.2232 -0.5674 0.4915
H -0.2186 1.0838 2.5926 -0.6630 -1.9107 -2.0401
C -1.0635 -0.9631 3.9723 -0.1935 -1.4817 1.1322
H -3.8361 -1.8058 0.3259 1.1766 0.8396 0.3951
C -0.7803 0.3115 1.8836 -1.6752 1.6241 0.5438
H -2.6714 -0.8223 -1.4823 -0.2323 -4.7905 -2.3997
H 0.8405 3.2537 -1.6612 1.8282 -0.3720 -0.7897
C 1.7909 0.6872 -0.6727 0.9241 -3.7304 -0.0498
H 1.8459 -2.6819 -1.9596 -0.0927 2.3337 0.3812
C 1.9208 -0.7767 -0.6999 -0.1677 1.1328 0.6438
H 0.0034 -1.0968 4.1349 0.1668 0.9877 0.5334
H 2.6156 3.5281 -2.4959 -2.0632 -2.1739 0.4672
C 1.8495 1.3376 -1.8722 1.1219 1.5963 -1.0512
C -2.3947 -1.6386 2.0359 0.7477 3.2824 -2.9983
C -2.4265 -0.1425 0.0948 2.2090 1.5022 -0.1554
C -1.3551 0.6704 0.6459 -0.3198 -1.2897 -0.7200
H 2.4381 3.0376 -0.8582 -0.8720 -0.0011 -0.7981
C 1.8076 -1.5285 -1.8566 0.8413 1.1605 -1.4494
C 2.0137 0.6839 -3.1095 -1.8697 -0.0729 0.3910
C 1.8584 -0.6726 -3.0350 -0.6649 -3.3252 -2.7636
```
Forces are in eV/Å.

Atomic partial charges in e from the Mulliken method, atoms 1 to 6: 0.413 0.363 -0.594 0.257 0.359 0.204

***

3.
Entry from OMol25: the ion C3H9N2O with charge +1 at a distorted geometry (the ωB97M-V functional and the def2-TZVPD basis).

charge: +1
SMILES string: N[C@H](C=O)C[NH3+]
spin multiplicity: 1
energy relative to the best compared isomer or geometry (same formula, charge and spin): 59.94 kcal per mole
molecular weight: 89.12 g mol⁻¹
frontier orbital gap: 10.95 eV
LUMO energy: -3.60 eV
energy: -304.15484 hartree

```
15
Properties=species:S:1:pos:R:3:forces:R:3
H 0.1099 0.4244 1.8844 0.0216 -0.2881 -1.5972
C -0.4697 0.7499 -0.1633 -1.6745 -0.1322 -2.7256
H -1.4029 0.7225 -0.8744 1.0247 -0.4958 2.1267
H -0.2909 -0.8803 0.6883 0.3719 -1.2418 1.4489
H -0.2877 1.7947 -0.1258 0.8326 0.7708 0.2530
N 0.4130 -1.4857 -0.3543 2.9302 -1.7874 -0.3567
H -1.4534 0.1128 1.6568 0.9710 -0.1304 -1.4012
N -0.5333 0.0843 1.1254 -3.3029 1.6866 3.6147
C 1.9993 0.2674 -0.2086 -3.1549 0.3448 0.3032
O 2.0616 0.7272 0.8910 0.3978 0.1580 0.2299
H 0.7320 0.0566 -1.9894 -0.7868 -0.5938 1.7682
C 0.5819 -0.1255 -0.8565 2.7922 1.4193 -1.2916
H 1.3936 -1.9034 -0.1181 -2.5903 0.5792 -0.5194
H -0.1230 -2.1845 -0.8486 -0.0096 0.1818 -0.6346
H 2.8117 0.0662 -0.8199 2.1770 -0.4709 -1.2183
```
Forces are in eV/Å.

Atomic partial charges in e from the Mulliken method, atoms 1 to 6: 0.319 -0.808 0.317 0.464 0.362 -0.574

***

4.
Entry from OMol25: an isolated molecule of C5H10O (the ωB97M-V functional and the def2-TZVPD basis).

SMILES string: CC[C@@]1(C)CO1
spin multiplicity: 1
energy relative to the best compared isomer or geometry (same formula, charge and spin): 25.18 kcal per mole
molecular weight: 86.13 g mol⁻¹
frontier orbital gap: 11.09 eV
LUMO energy: 1.00 eV
energy: -271.71249 hartree

```
16
Properties=species:S:1:pos:R:3:forces:R:3
H 0.7717 0.8537 2.2177 0.0506 0.0502 -0.1357
H 1.9970 1.0420 0.9460 -0.1300 0.0639 0.0122
H 0.3273 -1.2200 -1.4756 -0.0807 0.1074 0.0318
C 0.2886 -0.1988 -1.0810 0.0591 -0.0775 0.0419
H 0.4162 1.8414 0.7767 0.0748 -0.1317 0.0794
O 0.9716 -1.5042 0.9296 0.2578 -0.2085 0.0166
C 0.4191 -0.2901 0.4308 -0.1035 0.1876 -0.1278
H -1.0909 1.5014 -1.0809 0.0624 -0.1608 -0.0780
H -0.7005 -1.0994 2.1901 0.1037 0.0588 -0.2358
H -1.0896 0.5675 -2.5840 0.0125 -0.0015 0.1341
C 0.9235 0.9400 1.1385 0.0157 0.0375 0.0418
C -0.4115 -1.2648 1.1494 -0.2953 -0.0249 0.0415
H 1.1524 0.3288 -1.5122 -0.1377 -0.0672 0.2126
H -1.0888 -1.9063 0.5850 0.1048 0.0489 0.0490
H -1.8747 -0.0805 -1.1345 0.0987 0.0914 -0.0704
C -1.0113 0.4892 -1.4957 -0.0927 0.0263 -0.0131
```
Forces are in eV/Å.

Atomic partial charges in e from the Mulliken method, atoms 1 to 6: 0.376 0.290 0.323 -0.710 0.299 -0.518